No. 1
A 2-piece molecular cluster, C4H14N2O2 overall at a distorted geometry. Source: the Open Molecules 2025 dataset; level of theory: wB97M-V/def2-TZVPD.

Each line ends with the natural charge from an NBO analysis.
CARTESIAN COORDINATES (ANGSTROEM)
C  1.996  -0.701  1.633  -0.417
N  0.566  -0.259  1.741  -0.650
C  -0.156  0.024  0.513  -0.100
C  -0.657  1.489  0.520  -0.086
O  -0.870  1.841  -0.884  -0.781
C  -1.315  -1.005  0.222  -0.231
N  -1.635  -1.049  -1.277  -0.864
H  2.226  -1.666  1.162  0.172
H  2.404  -0.686  2.674  0.200
H  2.623  0.003  1.125  0.198
H  0.165  -0.970  2.375  0.359
H  0.682  -0.128  -0.396  0.226
H  0.233  2.179  0.647  0.205
H  -1.684  1.714  0.945  0.193
H  -1.469  1.159  -1.252  0.492
H  -2.319  -0.782  0.880  0.188
H  -0.955  -1.960  0.593  0.177
H  -2.385  -1.696  -1.458  0.361
H  -0.847  -1.385  -1.813  0.372
H  0.632  1.699  -2.104  0.507
H  1.632  1.304  -3.316  0.466
O  1.133  0.874  -2.530  -0.988

Summary:
Calculated total energy   -11448.3344 eV
LUMO   0.92 eV
SMILES string   CN[C@@H](CN)CO.O
HOMO-LUMO gap   9.717 eV
ΔE to the lowest compared entry with this formula, charge and spin   54.3 kcal per mole

No. 2
A 15-piece molecular cluster, C23H76N14O23 overall at a distorted geometry. Source: the Open Molecules 2025 dataset; level of theory: wB97M-V/def2-TZVPD.

Each line ends with the Löwdin charge.
CARTESIAN COORDINATES (ANGSTROEM)
C  7.970  21.941  -12.108  -0.705
O  7.545  22.984  -12.615  0.028
N  7.412  21.261  -11.053  0.155
N  9.065  21.393  -12.405  0.192
H  6.437  21.481  -10.907  0.105
H  7.679  20.345  -10.721  0.102
H  9.380  20.510  -12.031  0.129
H  9.668  21.762  -13.127  0.107
C  5.039  24.452  -19.592  -0.751
O  5.274  25.438  -18.870  0.000
N  5.510  23.261  -19.377  0.201
N  4.381  24.625  -20.648  0.206
H  5.512  22.638  -20.172  0.089
H  5.956  23.064  -18.493  0.056
H  3.983  25.547  -20.759  0.135
H  4.022  23.905  -21.259  0.104
C  2.297  21.465  -20.617  -0.823
O  3.006  21.673  -21.574  0.014
N  2.712  20.856  -19.577  0.197
N  1.126  21.985  -20.439  0.193
H  2.062  20.570  -18.859  0.055
H  3.677  20.562  -19.635  0.107
H  0.710  22.629  -21.096  0.130
H  0.889  21.947  -19.458  0.084
C  2.833  26.332  -12.956  -0.824
O  1.767  26.803  -12.620  0.025
N  3.038  25.364  -13.808  0.185
N  3.917  26.780  -12.477  0.175
H  2.173  24.936  -14.106  0.078
H  3.838  25.432  -14.421  0.079
H  4.739  26.263  -12.754  0.079
H  3.850  27.272  -11.597  0.126
C  0.266  20.868  -17.095  -0.827
O  1.366  20.384  -17.192  0.040
N  -0.076  21.852  -16.402  0.227
N  -0.660  20.584  -17.915  0.185
H  0.692  22.118  -15.803  0.107
H  -1.073  21.950  -16.275  0.144
H  -0.530  19.830  -18.574  0.138
H  -1.411  21.233  -18.104  0.133
C  9.862  25.690  -17.575  -0.884
O  10.975  25.391  -17.314  0.073
N  9.629  26.814  -18.117  0.169
N  8.775  25.080  -17.329  0.191
H  8.702  27.209  -18.039  0.111
H  10.488  27.328  -18.252  0.129
H  8.874  24.156  -16.933  0.092
H  7.939  25.452  -17.756  0.110
C  7.312  19.320  -19.830  -0.742
O  7.809  18.469  -19.076  0.011
N  7.255  19.159  -21.119  0.188
N  6.650  20.373  -19.385  0.194
H  6.766  19.943  -21.524  0.114
H  7.598  18.333  -21.588  0.136
H  6.553  20.453  -18.383  0.101
H  6.421  21.111  -20.035  0.081
C  -0.340  22.291  -11.817  -0.278
C  -0.407  23.023  -13.233  -0.166
O  0.841  23.184  -13.954  -0.110
O  0.523  21.266  -11.916  -0.028
H  -1.388  22.004  -11.728  0.112
H  -0.078  22.957  -10.994  0.122
H  -0.832  24.026  -13.270  0.126
H  -1.075  22.407  -13.836  0.089
H  1.153  22.284  -14.077  0.061
H  0.476  20.843  -11.056  0.104
C  5.460  23.263  -15.947  -0.162
C  4.087  22.638  -16.127  -0.210
O  4.105  21.203  -16.052  -0.076
O  6.467  22.846  -16.897  -0.084
H  5.740  23.042  -14.917  0.124
H  5.336  24.316  -16.201  0.093
H  3.469  22.817  -17.007  0.108
H  3.423  22.999  -15.342  0.100
H  3.290  20.815  -16.379  0.037
H  6.466  21.894  -16.772  0.059
C  10.354  21.910  -16.891  -0.171
C  9.772  20.765  -17.766  -0.276
O  10.235  19.548  -17.332  -0.038
O  10.037  21.672  -15.485  -0.079
H  9.861  22.762  -17.359  0.075
H  11.433  22.070  -16.882  0.129
H  9.892  21.003  -18.823  0.123
H  8.697  20.727  -17.590  0.070
H  9.707  18.858  -17.743  0.067
H  10.871  21.891  -15.061  0.072
C  7.510  25.883  -14.313  -0.275
C  7.911  27.364  -14.063  -0.226
O  8.393  27.427  -12.745  -0.051
O  6.461  25.302  -13.661  -0.078
H  8.422  25.362  -14.021  0.122
H  7.423  25.541  -15.344  0.084
H  7.139  28.098  -14.292  0.111
H  8.772  27.445  -14.726  0.115
H  7.635  27.507  -12.162  0.085
H  6.829  24.561  -13.174  0.036
C  7.471  19.166  -15.249  -0.204
C  6.078  19.299  -14.408  -0.254
O  6.019  18.439  -13.345  -0.071
O  7.598  17.892  -15.757  -0.049
H  8.167  19.365  -14.434  0.108
H  7.516  19.892  -16.060  0.084
H  5.135  19.050  -14.896  0.103
H  5.912  20.292  -13.990  0.099
H  5.539  17.649  -13.606  0.089
H  7.276  17.780  -16.654  0.063
C  4.464  29.115  -16.635  -0.237
C  5.112  27.720  -16.986  -0.216
O  4.423  26.586  -16.505  -0.087
O  3.620  29.560  -17.643  -0.067
H  5.103  29.994  -16.543  0.114
H  3.969  29.044  -15.666  0.117
H  6.171  27.738  -16.730  0.099
H  5.194  27.642  -18.070  0.102
H  4.915  25.893  -16.951  0.022
H  3.254  30.415  -17.402  0.093
C  1.545  25.885  -17.852  -0.183
C  0.147  25.232  -17.568  -0.219
O  -1.007  25.897  -18.159  -0.086
O  1.538  27.159  -17.106  -0.071
H  1.780  26.004  -18.909  0.111
H  2.198  25.099  -17.472  0.090
H  -0.094  25.151  -16.508  0.112
H  0.264  24.257  -18.041  0.083
H  -1.037  26.798  -17.828  0.075
H  2.439  27.387  -16.866  0.030
C  4.113  17.088  -18.258  -0.229
C  4.320  16.811  -19.715  -0.289
O  3.171  17.146  -20.402  -0.029
O  3.579  18.368  -17.929  -0.076
H  5.045  17.045  -17.696  0.119
H  3.380  16.303  -18.071  0.120
H  4.665  15.785  -19.840  0.129
H  5.159  17.458  -19.968  0.100
H  3.400  18.002  -20.772  0.085
H  2.670  18.565  -18.167  0.052

Summary:
Calculated total energy   -93034.7245 eV
LUMO   -0.11 eV
HOMO-LUMO gap   8.691 eV
ΔE to the lowest compared entry with this formula, charge and spin   163.9 kcal per mole

No. 3
C19H37N2PSn as an isolated structure at a distorted geometry. Source: the Open Molecules 2025 dataset; level of theory: wB97M-V/def2-TZVPD.

Each line ends with the natural charge from an NBO analysis.
CARTESIAN COORDINATES (ANGSTROEM)
C  0.292  -2.858  -2.982  -0.436
C  -1.031  -2.351  -3.356  -0.292
C  -1.874  -2.513  -2.153  -0.284
C  -1.111  -3.088  -1.154  -0.275
C  0.232  -3.311  -1.569  -0.460
Sn  1.723  -1.459  -1.650  1.882
N  3.655  -2.306  -1.254  -1.383
C  1.409  -0.119  -3.230  -0.887
C  0.355  0.472  -3.855  -0.436
H  -2.940  -2.523  -2.201  0.191
H  -1.414  -2.295  -4.310  0.187
H  -1.603  -3.515  -0.246  0.198
H  1.064  -3.841  -1.113  0.254
H  1.003  -3.317  -3.681  0.225
H  -0.138  -0.064  -4.723  0.174
H  2.051  0.596  -2.613  0.216
H  3.703  -2.894  -2.087  0.294
H  -0.121  1.447  -3.525  0.186
H  2.090  -0.867  -3.809  0.208
C  -2.007  2.372  1.122  -0.826
C  -1.710  1.097  0.336  -0.393
C  -2.785  0.040  0.636  -0.640
C  -1.824  1.401  -1.165  -0.619
P  -0.014  0.417  0.697  1.937
N  0.296  -0.290  -0.697  -1.598
C  1.295  1.734  0.740  -0.384
C  1.218  2.588  2.007  -0.829
C  2.711  1.110  0.670  -0.600
C  1.127  2.647  -0.488  -0.622
C  -0.063  -0.472  2.345  -0.416
C  1.368  -0.763  2.854  -0.636
C  -0.806  0.339  3.447  -1.002
C  -0.737  -1.848  2.200  -0.625
H  -3.044  2.610  0.848  0.197
H  -1.389  3.233  0.832  0.203
H  -1.968  2.249  2.212  0.218
H  -3.721  0.429  0.211  0.197
H  -2.584  -0.920  0.143  0.240
H  -2.953  -0.104  1.709  0.201
H  -1.222  2.261  -1.463  0.200
H  -1.502  0.537  -1.758  0.279
H  -2.877  1.611  -1.395  0.183
H  1.494  2.063  2.932  0.206
H  1.969  3.371  1.837  0.193
H  0.249  3.086  2.163  0.218
H  2.832  0.355  -0.124  0.223
H  3.404  1.935  0.464  0.194
H  3.016  0.665  1.618  0.213
H  1.110  2.083  -1.431  0.237
H  0.242  3.287  -0.424  0.203
H  2.005  3.304  -0.495  0.192
H  1.886  0.141  3.186  0.205
H  1.280  -1.417  3.732  0.201
H  1.975  -1.296  2.113  0.227
H  -1.894  0.429  3.310  0.205
H  -0.656  -0.224  4.380  0.204
H  -0.391  1.344  3.615  0.214
H  -1.823  -1.792  2.101  0.212
H  -0.318  -2.407  1.359  0.236
H  -0.535  -2.399  3.129  0.192

Summary:
Calculated total energy   -38395.0399 eV
LUMO (spin up / spin down)   4.99 / 4.93 eV
Charge   -2
HOMO-LUMO gap (spin up / spin down)   5.313 / 2.153 eV
ΔE to the lowest compared entry with this formula, charge and spin   10.8 kcal per mole

No. 4
A 2-piece molecular cluster, CH4O3 overall at a distorted geometry. Source: the Open Molecules 2025 dataset; level of theory: wB97M-V/def2-TZVPD.

Each line ends with the natural charge from an NBO analysis.
CARTESIAN COORDINATES (ANGSTROEM)
O  0.641  -1.576  0.660  -0.603
C  -0.421  -1.110  1.111  0.625
O  -0.927  0.089  0.803  -0.684
H  -1.059  -1.750  1.701  0.118
H  -0.227  0.243  0.080  0.518
H  1.193  1.146  -2.118  0.514
H  0.199  1.919  -0.969  0.493
O  0.600  1.039  -1.268  -0.982

Summary:
Calculated total energy   -7243.9088 eV
LUMO   0.37 eV
SMILES string   O=CO.O
HOMO-LUMO gap   10.806 eV
ΔE to the lowest compared entry with this formula, charge and spin   17.1 kcal per mole

Question: What is the ΔE to the lowest compared entry with this formula, charge and spin in the second record?
Answer: 163.9 kcal per mole

Question: The lowest ΔE to the lowest compared entry with this formula, charge and spin belongs to which entry?
Answer: C19H37N2PSn